{"formula": "C40H108N6O14", "method": "ωB97M-V/def2-TZVPD", "symbols": ["O", "O", "O", "O", "O", "O", "O", "O", "O", "O", "O", "O", "O", "O", "N", "N", "N", "N", "N", "N", "C", "C", "C", "C", "C", "C", "C", "C", "C", "C", "C", "C", "C", "C", "C", "C", "C", "C", "C", "C", "C", "C", "C", "C", "C", "C", "C", "C", "C", "C", "C", "C", "C", "C", "C", "C", "C", "C", "C", "C", "H", "H", "H", "H", "H", "H", "H", "H", "H", "H", "H", "H", "H", "H", "H", "H", "H", "H", "H", "H", "H", "H", "H", "H", "H", "H", "H", "H", "H", "H", "H", "H", "H", "H", "H", "H", "H", "H", "H", "H", "H", "H", "H", "H", "H", "H", "H", "H", "H", "H", "H", "H", "H", "H", "H", "H", "H", "H", "H", "H", "H", "H", "H", "H", "H", "H", "H", "H", "H", "H", "H", "H", "H", "H", "H", "H", "H", "H", "H", "H", "H", "H", "H", "H", "H", "H", "H", "H", "H", "H", "H", "H", "H", "H", "H", "H", "H", "H", "H", "H", "H", "H", "H", "H", "H", "H", "H", "H"], "positions_angstrom": [[-4.271, 7.000, 4.378], [-1.636, 0.061, -1.692], [-5.784, -4.961, -1.603], [2.488, -5.837, 5.335], [10.841, 1.693, 6.123], [-3.714, -2.012, 4.335], [-6.836, -3.704, -7.742], [6.764, -0.574, 1.604], [0.020, 7.215, 0.724], [4.676, 1.938, -4.621], [-3.575, 3.981, -3.043], [-0.750, -0.535, -8.834], [3.468, 2.946, 5.002], [-1.298, -5.911, -4.471], [-3.764, -2.753, -5.852], [5.406, -0.181, 4.947], [0.395, -4.837, 2.510], [-2.845, 8.265, 2.126], [8.880, 0.885, 3.075], [-2.882, -5.807, -1.883], [4.341, 0.753, 5.267], [1.793, -5.001, 4.437], [-4.972, 3.713, -3.250], [2.654, -5.218, 6.644], [-5.427, -0.509, 4.952], [-0.282, -5.111, -5.151], [9.076, 0.167, 1.834], [3.304, 2.133, -4.683], [3.099, 3.831, 3.903], [-5.999, -1.727, -5.718], [-1.538, 8.882, 1.766], [2.344, -6.240, 2.183], [-0.791, -6.323, -3.209], [10.128, 0.939, 3.931], [1.283, -5.758, 3.204], [4.512, 2.094, 4.563], [-6.933, -4.310, -1.061], [-1.093, -0.505, -0.568], [-0.731, 0.686, 0.340], [-0.947, 0.844, -8.996], [-3.922, -6.364, -1.031], [-4.119, 6.418, 3.084], [-7.088, -3.917, -9.141], [-5.226, -2.945, -6.080], [2.848, 3.360, -5.474], [10.680, 2.530, 7.267], [-1.975, -6.829, -2.388], [-5.419, 6.667, 5.177], [0.423, 6.575, -0.472], [-2.242, 1.289, -8.430], [-1.005, 8.232, 0.468], [-2.816, 6.836, 2.416], [4.352, 0.893, 6.832], [-4.234, -0.739, 4.042], [-4.900, -5.283, -0.569], [5.596, -0.649, 0.799], [-5.585, 3.644, -1.883], [7.834, 0.182, 0.938], [-5.466, -3.360, -7.554], [9.722, 1.571, 5.276], [-3.370, -2.249, -6.634], [3.146, 3.279, -6.519], [-5.409, 4.358, -4.013], [2.882, -5.458, 1.647], [-6.285, 6.996, 4.603], [1.773, 3.502, -5.370], [-5.337, 7.160, 6.145], [-2.321, 1.074, -7.365], [2.766, 3.334, 2.992], [-6.695, -3.135, -9.791], [-7.551, -4.954, -0.435], [-0.897, 1.269, -9.998], [-5.005, 6.579, 2.471], [0.685, -6.620, 3.500], [-0.361, -5.502, -2.635], [8.970, 0.969, 5.785], [-0.108, -5.244, 1.733], [-3.313, 8.643, 2.937], [4.769, -1.033, 1.396], [-4.500, -7.139, -1.535], [-5.661, -1.422, -4.727], [7.424, 1.178, 0.768], [5.428, 2.485, 5.006], [9.271, -0.879, 2.070], [-1.570, -7.324, -1.505], [-1.723, -0.643, -2.339], [3.472, 1.498, 7.051], [-0.373, -4.505, 3.075], [9.943, 2.064, 7.920], [-3.071, 0.751, -8.889], [4.918, 1.010, -4.639], [-5.130, -0.535, 6.001], [0.948, -4.515, 4.926], [-2.403, 2.364, -8.522], [-3.591, 0.117, 4.247], [-8.161, -4.061, -9.261], [-1.842, -1.169, -0.136], [-6.159, -1.274, 4.692], [10.515, -0.065, 4.104], [-3.171, -3.570, -5.850], [-6.561, -4.831, -9.417], [-5.594, -3.751, -5.445], [-5.457, 5.582, 5.276], [4.633, 1.957, 3.489], [-0.142, 1.404, -8.521], [-0.551, -5.011, -6.203], [-0.494, 0.296, 1.329], [5.206, -1.028, 5.459], [-5.157, -2.489, -8.132], [-5.987, -0.896, -6.422], [1.996, -6.791, 1.309], [5.396, 0.367, 0.460], [0.626, 7.364, -1.196], [-3.470, -6.831, -0.156], [-5.923, 0.438, 4.742], [10.862, 1.638, 3.531], [8.117, -0.192, -0.046], [-2.582, -7.576, -2.898], [-4.500, -0.702, 2.986], [3.485, 0.181, 4.909], [8.166, 0.458, 3.648], [-0.216, -1.106, -0.810], [3.384, 4.240, -5.119], [5.209, 1.423, 7.247], [2.229, 4.371, 4.275], [2.828, 1.232, -5.070], [-6.652, 3.421, -1.913], [2.396, -4.138, 4.156], [-5.476, 4.559, -1.300], [3.616, -4.756, 6.866], [-5.084, 2.772, -3.789], [-0.936, -0.985, -9.661], [0.706, -5.570, -5.147], [-7.521, -3.898, -1.882], [-2.026, 6.579, 3.122], [10.324, 3.538, 7.052], [-4.270, -4.422, -0.345], [-5.355, -5.653, 0.350], [-1.785, 9.931, 1.597], [-3.245, -5.122, -2.530], [5.363, -0.303, 3.945], [-2.577, 6.192, 1.569], [-3.161, 3.159, -2.769], [-7.074, -1.905, -5.671], [4.136, -0.092, 7.246], [2.677, -6.231, 7.045], [-0.200, -4.101, -4.750], [9.970, 0.617, 1.404], [-6.683, -3.356, -0.599], [-3.260, -1.869, 5.169], [-4.874, -4.154, -8.010], [3.925, 4.484, 3.623], [-0.824, 8.792, 2.585], [0.124, 1.299, 0.055], [-0.012, -7.069, -3.367], [-0.312, 5.909, -0.925], [3.119, -6.809, 2.697], [-5.032, 2.939, -1.263], [2.847, 2.296, -3.707], [-3.989, 5.346, 3.229], [-1.628, 1.269, 0.545], [11.639, 2.642, 7.773], [9.278, 2.529, 5.005], [-1.774, 7.819, -0.186], [5.755, -1.386, 0.012], [1.752, -4.746, 7.033], [1.380, 6.074, -0.323], [-0.522, 8.992, -0.146]], "forces_ev_per_a": [[0.704, 0.890, 0.345], [-0.647, 0.467, -2.173], [-1.182, 0.106, 0.547], [-0.317, 1.760, -0.499], [0.778, 0.652, -0.058], [0.875, 0.141, -0.068], [0.239, 0.851, -0.931], [1.153, 0.186, -0.452], [-1.141, 0.219, 0.291], [1.240, 0.563, -0.059], [-0.157, 0.451, -0.819], [0.268, -0.362, -0.327], [-0.444, 0.518, -2.496], [1.616, 1.239, -0.573], [-0.302, 0.496, -0.056], [1.169, 0.813, -0.332], [-0.598, 0.971, -0.474], [0.193, -0.659, -0.571], [1.108, 0.902, 1.147], [0.530, 0.351, 0.764], [0.427, -0.744, 1.325], [0.275, 0.010, -0.523], [0.867, -0.819, -0.057], [-0.157, -3.422, -0.365], [-0.733, 0.018, -0.929], [-0.890, -0.461, -0.209], [-0.650, -0.072, 0.692], [-1.903, -0.049, 0.014], [-0.442, -0.206, 1.251], [-0.885, 0.814, 0.427], [-1.565, -1.134, -0.179], [0.704, 0.304, 0.358], [-1.360, -0.022, 0.175], [-1.699, 0.315, 0.318], [-0.182, -0.004, -1.096], [0.485, -0.827, 1.944], [0.103, 0.936, -1.235], [0.802, 0.722, 1.409], [-0.368, -1.255, 1.182], [0.466, 1.489, -0.038], [-0.170, 0.582, -0.373], [-0.065, -1.107, 0.560], [0.143, -0.639, 0.985], [1.205, -1.787, -1.217], [1.202, -0.267, -0.342], [-0.420, -0.549, -0.356], [-0.261, 0.027, 0.178], [0.742, -0.233, -1.813], [0.354, 1.039, -0.163], [-1.179, 0.019, 0.943], [1.339, -0.125, 0.171], [-0.019, 0.534, 0.775], [-1.767, 0.458, -1.571], [-1.042, 0.866, 0.359], [1.690, -0.690, -0.139], [0.704, -0.065, 0.513], [-0.704, 0.420, 0.476], [-0.437, -0.026, 0.857], [-0.626, 0.283, 0.392], [-0.091, -0.221, -0.254], [-0.101, 0.641, -0.140], [-0.297, -0.106, -0.170], [0.182, 0.948, 0.650], [-0.082, 0.757, 0.588], [-0.441, 0.043, 0.387], [0.092, -0.026, -0.057], [0.071, -0.010, -0.252], [0.158, -0.104, 0.120], [0.123, -0.599, 0.077], [-0.180, 0.400, 0.175], [0.175, -0.014, 0.119], [0.085, -0.846, -0.657], [-0.076, 0.249, -0.175], [0.363, -0.370, 0.544], [0.152, 0.367, -0.140], [-0.348, -0.136, -0.021], [0.455, -0.402, -0.327], [0.406, 0.757, 0.038], [0.054, 0.204, 0.220], [-0.194, -0.320, -0.187], [-0.076, 0.329, -0.081], [0.249, 0.349, 0.152], [0.512, 0.194, -0.497], [0.318, -0.429, -0.355], [0.133, -0.131, 0.135], [-0.237, 0.132, -0.356], [-0.028, 0.099, 0.343], [0.127, 0.108, 0.576], [0.011, 0.033, 0.385], [-0.104, 0.121, -0.216], [-0.296, 0.071, 0.007], [-0.121, -0.150, -0.019], [-0.504, -0.315, 0.244], [0.049, 0.024, -0.251], [0.883, -0.283, -0.233], [0.136, 0.130, -0.085], [0.095, -0.056, 0.648], [-0.095, -0.167, 0.563], [0.445, -0.034, -0.120], [-0.616, -0.705, 0.296], [-0.074, -0.271, -0.279], [0.292, -0.143, 0.134], [-0.161, -0.143, 0.308], [-0.320, 0.264, -0.158], [0.256, -0.353, 0.454], [-0.302, -0.128, 0.067], [0.268, -0.157, 0.150], [0.198, -0.299, -0.425], [-0.375, 0.518, -0.415], [0.807, 0.097, -0.113], [-0.693, -0.539, 0.496], [-0.463, -0.142, -0.509], [0.064, 0.054, -0.445], [0.168, 0.039, 0.112], [0.138, 0.225, 0.092], [0.133, -0.416, -0.466], [-0.278, -0.595, -0.092], [0.329, -0.389, -0.571], [-0.071, -0.127, 0.051], [-1.160, 0.956, 0.398], [-0.312, -0.185, -0.107], [0.254, -0.071, 0.092], [-0.181, 0.099, 0.271], [0.222, -0.450, -0.233], [0.273, 0.362, -0.069], [-0.199, -0.033, -0.235], [-0.007, -0.288, 0.099], [0.440, -0.001, -0.458], [-0.001, 0.407, -0.428], [-0.215, 0.530, -0.556], [0.074, -0.577, 0.313], [-0.018, -0.014, -0.005], [0.020, -0.276, 0.310], [-0.210, -0.742, -0.380], [0.331, 0.056, 0.405], [-0.089, 0.096, -0.463], [-0.121, 0.366, 0.395], [-0.574, 0.172, -0.022], [0.391, 0.036, -0.124], [0.056, -0.403, -0.414], [0.392, -0.775, -0.150], [-0.455, 0.220, -0.405], [0.036, -0.087, 0.024], [-0.008, -0.516, 0.210], [0.499, 0.026, 0.300], [0.322, 0.476, 1.856], [-0.112, -0.007, 0.356], [-0.207, -0.167, -0.646], [0.434, -0.218, 0.893], [0.184, -0.529, 0.169], [0.485, -0.502, 0.763], [0.018, 0.198, 0.216], [0.399, -0.013, -0.095], [-0.284, -0.080, -0.505], [-0.034, -0.318, 0.160], [-0.224, -0.185, 0.289], [-0.114, -0.286, -0.046], [-0.242, -0.497, -0.232], [0.329, -0.257, 0.575], [-0.360, -0.440, -0.049], [0.067, 0.316, -0.469], [-0.030, -0.336, -0.114], [-0.042, 0.335, 0.296], [-0.437, -0.159, 0.392], [-0.068, 0.305, -0.501], [0.159, 0.455, -0.344], [-0.230, -0.207, 0.315], [0.176, 0.293, -0.016]], "lowdin_charge": [-0.2198, -0.0794, -0.1749, -0.1927, -0.1963, -0.0710, -0.1868, -0.2230, -0.2108, -0.0599, -0.0909, -0.0568, -0.1838, -0.1905, 0.0449, 0.0253, 0.0121, -0.0721, -0.0703, -0.0683, -0.4371, -0.2271, -0.3140, -0.0766, -0.0992, -0.0941, -0.2244, -0.3603, -0.0844, -0.0790, -0.1636, -0.0605, -0.2324, -0.1709, -0.4132, -0.2149, -0.1074, -0.3503, -0.0771, -0.3655, -0.2195, -0.2257, -0.0991, -0.4167, -0.0863, -0.1022, -0.2133, -0.0802, -0.1255, -0.1068, -0.1913, -0.2220, -0.0454, -0.3485, -0.2528, -0.1142, -0.0984, -0.1851, -0.2212, -0.2479, 0.0556, 0.0677, 0.1097, 0.0697, 0.0822, 0.0738, 0.0877, 0.0737, 0.0781, 0.0831, 0.0903, 0.1112, 0.1222, 0.1310, 0.1185, 0.1192, 0.0667, 0.0946, 0.0802, 0.1163, 0.0779, 0.1135, 0.1267, 0.1148, 0.1140, 0.0865, 0.0652, 0.0634, 0.0821, 0.0726, 0.0857, 0.0749, 0.1085, 0.0779, 0.1054, 0.0879, 0.1075, 0.0743, 0.1149, 0.0548, 0.0802, 0.1388, 0.0797, 0.1203, 0.1079, 0.0789, 0.0634, 0.0671, 0.1108, 0.0796, 0.0659, 0.0841, 0.0772, 0.1149, 0.0706, 0.1177, 0.1147, 0.1156, 0.1120, 0.1310, 0.0858, 0.1087, 0.0714, 0.0797, 0.0854, 0.1080, 0.0724, 0.1262, 0.0719, 0.0828, 0.1012, 0.0853, 0.0802, 0.0824, 0.1177, 0.0807, 0.1210, 0.1194, 0.1102, 0.1130, 0.0492, 0.1161, 0.0733, 0.0782, 0.0683, 0.0872, 0.0822, 0.1207, 0.0843, 0.0809, 0.1177, 0.0858, 0.1146, 0.0713, 0.1191, 0.0844, 0.0721, 0.0721, 0.0999, 0.1136, 0.0687, 0.0848, 0.1193, 0.1187, 0.0848, 0.0852, 0.0853, 0.1075], "total_energy_ha": -2970.3059, "fmax_ha_per_bohr": 0.067, "relative_energy_kj_mol": 462.1, "lumo_energy_ev": 0.130, "orbital_gap_ev": 8.68}